# 1
{
  "formula": "C16H21Cl2N2O5PPtS",
  "method": "ωB97M-V with the def2-TZVPD basis set",
  "charge": 2,
  "gap_ev": 7.197,
  "symbols": ["Pt", "Cl", "C", "C", "C", "Cl", "C", "O", "C", "C", "O", "C", "H", "H", "H", "N", "C", "P", "O", "O", "C", "N", "H", "H", "H", "H", "H", "H", "H", "H", "H", "H", "C", "S", "O", "C", "C", "C", "C", "C", "C", "H", "H", "H", "H", "H", "H", "H", "H"],
  "coordinates": [[0.771, 0.011, 0.429], [-5.748, -2.714, 1.306], [-4.246, -1.873, 1.366], [-4.219, -0.497, 1.183], [-3.010, 0.170, 1.236], [-2.986, 1.890, 0.951], [-1.797, -0.478, 1.502], [-0.698, 0.247, 1.696], [-1.850, -1.880, 1.628], [-0.641, -2.710, 1.757], [0.472, -2.385, 1.395], [-3.066, -2.558, 1.585], [-5.137, 0.049, 1.014], [-0.812, -3.729, 2.142], [-3.087, -3.633, 1.720], [1.718, -0.750, -3.559], [0.307, -1.188, -3.296], [-0.499, 0.299, -2.560], [0.248, 1.455, -3.109], [-0.690, 0.091, -1.072], [-2.255, 0.365, -3.094], [-2.853, 1.500, -2.309], [1.678, 0.175, -4.011], [2.238, -1.413, -4.133], [2.210, -0.589, -2.658], [0.315, -2.039, -2.619], [-0.145, -1.475, -4.245], [-2.798, -0.543, -2.835], [-2.363, 0.585, -4.154], [-3.852, 1.607, -2.492], [-2.391, 2.383, -2.551], [-2.724, 1.364, -1.286], [4.827, 0.893, -0.187], [3.106, 1.306, -0.388], [2.452, -0.037, -0.878], [2.506, 1.288, 1.292], [2.168, 2.488, 1.933], [1.713, 2.423, 3.228], [1.587, 1.191, 3.894], [1.945, 0.020, 3.280], [2.419, 0.028, 1.947], [4.925, -0.018, 0.400], [5.299, 1.739, 0.315], [5.260, 0.775, -1.179], [2.245, 3.432, 1.410], [1.441, 3.336, 3.740], [1.220, 1.174, 4.911], [1.879, -0.924, 3.803], [2.918, -0.851, 1.553]],
  "forces_ev_per_angstrom": [[0.3, 0.5, -0.3], [0.0, 0.0, 0.0], [0.0, 0.0, 0.0], [0.0, 0.0, 0.0], [0.0, 0.0, 0.0], [0.0, 0.0, 0.0], [0.1, 0.1, 0.0], [0.0, 0.0, 0.1], [0.0, 0.0, 0.1], [-0.1, -0.1, -0.2], [0.0, -0.1, 0.1], [0.0, 0.0, 0.0], [0.0, 0.0, 0.0], [0.0, 0.0, 0.1], [0.0, 0.0, 0.0], [0.0, 0.0, 0.0], [0.0, 0.0, 0.0], [-0.1, 0.1, 0.0], [0.0, 0.0, 0.0], [0.0, -0.2, 0.2], [0.0, 0.0, 0.0], [0.0, 0.0, 0.0], [0.0, 0.0, 0.0], [0.0, 0.0, 0.0], [0.0, 0.0, 0.0], [0.0, 0.0, 0.0], [0.0, 0.0, 0.0], [0.0, 0.0, 0.0], [0.0, 0.0, 0.0], [0.0, 0.0, 0.0], [0.0, 0.0, 0.0], [0.0, 0.1, -0.1], [0.0, 0.0, 0.0], [0.1, 0.0, 0.0], [0.0, 0.0, -0.1], [-0.2, -0.3, 0.0], [0.0, 0.1, 0.1], [0.0, 0.0, -0.1], [0.0, -0.1, 0.0], [0.0, 0.0, 0.1], [0.0, 0.0, 0.0], [0.0, 0.0, 0.0], [0.0, 0.0, 0.0], [0.0, 0.0, 0.0], [0.0, 0.0, 0.0], [0.0, 0.0, 0.0], [0.0, 0.0, 0.0], [0.0, 0.0, 0.0], [0.0, 0.0, 0.0]],
  "lowdin_charge": [1.194, 0.731, -0.660, -0.106, -0.558, 0.769, -0.381, -0.248, -0.116, -0.164, 0.003, -0.038, 0.116, 0.143, 0.126, 0.138, -0.151, 0.435, -0.294, -0.432, -0.159, 0.151, 0.146, 0.177, 0.106, 0.117, 0.118, 0.119, 0.119, 0.176, 0.170, 0.052, -0.199, 1.048, -0.659, -0.487, -0.065, -0.017, -0.025, -0.041, -0.214, 0.074, 0.085, 0.071, 0.125, 0.129, 0.127, 0.131, 0.120]
}

# 2
{
  "formula": "C16H21Cl3GeN7O2PRb",
  "method": "ωB97M-V with the def2-TZVPD basis set",
  "charge": 2,
  "gap_ev": [7.662, 5.558],
  "multiplicity": 2,
  "symbols": ["Rb", "N", "C", "N", "C", "N", "N", "C", "C", "C", "C", "C", "C", "N", "C", "C", "C", "C", "C", "C", "H", "H", "H", "H", "H", "H", "H", "H", "H", "H", "H", "Cl", "Ge", "Cl", "Cl", "N", "C", "P", "O", "O", "C", "N", "H", "H", "H", "H", "H", "H", "H", "H", "H", "H"],
  "coordinates": [[-0.446, -1.285, -1.419], [4.412, 0.566, -1.784], [3.245, -0.063, -1.924], [2.082, 0.371, -1.546], [2.030, 1.632, -0.944], [0.935, 2.237, -0.619], [-0.242, 1.547, -0.761], [-1.210, 2.247, -1.209], [-2.558, 1.663, -1.322], [-3.462, 2.156, -2.258], [-4.702, 1.553, -2.374], [-5.009, 0.473, -1.558], [-4.062, 0.052, -0.643], [-2.865, 0.634, -0.516], [3.285, 2.358, -0.702], [3.325, 3.602, -0.061], [4.525, 4.253, 0.120], [5.713, 3.678, -0.341], [5.699, 2.456, -0.976], [4.480, 1.806, -1.150], [5.254, 0.144, -2.142], [3.304, -1.032, -2.411], [-1.058, 3.273, -1.543], [-3.186, 2.993, -2.885], [-5.420, 1.917, -3.096], [-5.966, -0.024, -1.618], [-4.254, -0.782, 0.024], [2.398, 4.042, 0.274], [4.550, 5.215, 0.612], [6.653, 4.196, -0.202], [6.615, 2.006, -1.338], [-0.027, -4.421, -1.251], [-2.156, -4.748, -0.816], [-2.064, -5.914, 1.016], [-2.885, -6.062, -2.331], [-1.472, 0.572, 1.864], [-1.850, -0.634, 2.655], [-1.169, -2.069, 1.741], [-2.115, -2.484, 0.655], [0.246, -1.702, 1.400], [-0.997, -3.387, 3.020], [0.174, -4.213, 2.581], [-1.983, 0.588, 0.915], [-0.469, 0.567, 1.651], [-1.688, 1.434, 2.363], [-2.933, -0.676, 2.748], [-1.397, -0.563, 3.643], [-1.867, -4.033, 3.107], [-0.755, -2.945, 3.985], [0.864, -3.575, 2.151], [-0.127, -4.891, 1.868], [0.606, -4.729, 3.348]],
  "forces_ev_per_angstrom": [[0.2, 0.2, -0.4], [0.0, 0.0, 0.0], [0.0, -0.2, -0.1], [-0.2, 0.3, 0.2], [0.2, -0.1, -0.1], [0.1, 0.0, 0.1], [-0.1, 0.0, 0.0], [0.1, 0.0, 0.0], [-0.1, 0.0, -0.1], [0.1, 0.0, 0.1], [-0.1, 0.0, 0.0], [0.0, 0.0, 0.0], [0.0, 0.0, 0.1], [0.0, 0.0, 0.0], [-0.1, 0.0, 0.0], [0.0, 0.0, 0.0], [0.0, 0.0, 0.0], [0.0, 0.0, 0.0], [0.0, 0.0, 0.0], [0.0, 0.0, 0.0], [0.0, 0.0, 0.0], [0.0, 0.0, 0.0], [0.0, 0.0, 0.0], [0.0, 0.0, 0.0], [0.0, 0.0, 0.0], [0.0, 0.0, 0.0], [0.0, 0.0, 0.0], [0.0, 0.0, 0.0], [0.0, 0.0, 0.0], [0.0, 0.0, 0.0], [0.0, 0.0, 0.0], [0.1, -0.2, 0.0], [0.0, 0.1, 0.0], [-0.1, -0.1, 0.1], [0.0, 0.0, -0.1], [0.1, 0.2, 0.1], [0.0, 0.1, 0.0], [-0.1, -0.2, 0.2], [0.0, 0.0, 0.0], [0.0, 0.0, -0.1], [0.0, 0.0, 0.0], [0.1, 0.1, 0.0], [-0.1, 0.0, -0.1], [0.0, -0.1, 0.0], [0.0, 0.0, 0.0], [0.0, 0.0, 0.0], [0.0, 0.0, 0.0], [0.0, 0.0, 0.0], [0.0, 0.0, 0.0], [0.0, 0.0, 0.0], [0.0, 0.0, 0.0], [0.0, 0.0, 0.0]],
  "lowdin_charge": [0.817, 0.131, -0.154, 0.064, -0.281, 0.053, -0.069, -0.084, -0.264, 0.010, -0.014, -0.021, -0.105, 0.025, -0.089, -0.007, -0.048, -0.042, 0.000, -0.174, 0.166, 0.141, 0.139, 0.129, 0.127, 0.121, 0.113, 0.112, 0.115, 0.119, 0.123, 0.050, -0.040, 0.199, 0.171, 0.120, -0.175, 0.339, -0.515, -0.409, -0.188, 0.133, 0.079, 0.127, 0.170, 0.118, 0.112, 0.084, 0.112, 0.138, 0.048, 0.176]
}

# 3
{
  "formula": "C16H21ClN2O2",
  "method": "ωB97M-V with the def2-TZVPD basis set",
  "charge": 0,
  "gap_ev": 9.009,
  "smiles": "CCCNC(=O)N1CCC(C(=O)c2ccc(Cl)cc2)CC1",
  "symbols": ["C", "C", "C", "N", "C", "O", "N", "C", "C", "C", "C", "O", "C", "C", "C", "C", "Cl", "C", "C", "C", "C", "H", "H", "H", "H", "H", "H", "H", "H", "H", "H", "H", "H", "H", "H", "H", "H", "H", "H", "H", "H", "H"],
  "coordinates": [[0.489, 3.288, -4.299], [1.088, 2.600, -5.388], [2.166, 1.569, -4.900], [1.668, 0.632, -4.175], [2.052, 0.523, -2.986], [3.159, 1.090, -2.484], [1.806, -0.588, -2.325], [0.306, -1.397, -2.835], [-0.240, -2.275, -1.662], [-0.299, -1.230, -0.367], [-1.221, -1.736, 0.695], [-1.360, -2.871, 0.695], [-1.284, -0.764, 2.029], [-1.142, 0.524, 1.971], [-1.553, 1.069, 3.193], [-1.641, 0.454, 4.317], [-2.251, 1.238, 5.644], [-1.927, -0.866, 4.240], [-1.460, -1.671, 3.088], [1.065, -0.977, 0.090], [2.179, -1.071, -0.964], [1.261, 3.773, -3.885], [0.104, 2.621, -3.570], [-0.084, 3.874, -4.797], [1.846, 3.317, -6.087], [0.454, 1.986, -6.134], [2.965, 2.010, -4.354], [2.639, 1.261, -5.920], [1.150, -0.001, -4.709], [-0.347, -0.657, -3.272], [0.619, -2.080, -3.513], [0.190, -3.078, -1.462], [-1.401, -2.177, -1.888], [-0.835, -0.087, -0.718], [-1.014, 1.201, 1.094], [-1.429, 2.229, 3.207], [-1.923, -1.449, 5.234], [-1.673, -2.771, 3.133], [1.499, -1.381, 0.931], [1.184, 0.190, 0.408], [2.988, -0.640, -0.880], [2.273, -2.134, -1.122]],
  "forces_ev_per_angstrom": [[0.9, -3.3, 1.5], [4.9, -2.3, -4.8], [2.6, 6.0, -7.3], [-3.8, -2.6, -1.5], [8.7, -1.3, 7.5], [-3.8, 0.4, -1.7], [-6.9, -4.4, 0.1], [2.9, 1.2, 3.9], [-7.2, 12.7, -1.2], [-2.4, 2.0, -3.6], [4.4, 6.3, 1.1], [-2.7, -6.1, 1.0], [-0.1, -9.4, -4.6], [-1.5, 4.0, 1.0], [3.8, 8.0, -4.9], [-2.9, -2.2, 1.9], [-0.3, 1.6, 2.5], [4.0, -6.8, 1.2], [-3.4, 3.8, 3.6], [2.7, 6.6, -0.3], [-8.9, -4.0, -3.7], [2.5, 2.3, 2.0], [-1.1, -0.4, 0.6], [-4.8, 4.4, -1.7], [-2.5, -1.4, 1.6], [0.4, 1.3, 1.2], [0.5, 0.9, 0.3], [-0.5, -0.3, 1.7], [-1.1, -1.6, 0.3], [-0.3, 0.1, 0.4], [1.2, -1.7, -2.7], [3.4, -7.3, 1.5], [2.3, -1.7, 0.3], [1.7, -3.3, 0.4], [0.0, -1.1, 0.7], [-0.7, -1.9, 0.2], [-0.9, 1.0, -1.5], [0.7, 1.4, -0.8], [0.1, -1.9, 2.1], [-0.6, -2.3, -0.5], [8.2, 4.2, 2.4], [0.8, -0.5, -0.1]],
  "lowdin_charge": [-0.112, -0.253, -0.293, 0.046, -0.531, -0.068, 0.057, -0.016, -0.062, -0.248, -0.351, 0.149, -0.181, -0.047, -0.154, -0.802, 0.767, -0.094, 0.039, -0.153, -0.099, 0.063, 0.087, 0.024, 0.171, 0.126, 0.109, 0.153, 0.149, 0.096, 0.057, 0.020, 0.162, 0.209, 0.140, 0.151, 0.130, 0.136, 0.099, 0.167, 0.029, 0.126]
}

# 4
{
  "formula": "C16H21ClN4O4S",
  "method": "ωB97M-V with the def2-TZVPD basis set",
  "charge": 0,
  "gap_ev": 8.726,
  "smiles": "COc1ccc(S(=O)(=O)N(C)CC(=O)NCCCn2ccnc2)cc1Cl",
  "symbols": ["C", "O", "C", "C", "C", "C", "S", "O", "O", "N", "C", "C", "C", "O", "N", "C", "C", "C", "N", "C", "C", "N", "C", "C", "C", "Cl", "H", "H", "H", "H", "H", "H", "H", "H", "H", "H", "H", "H", "H", "H", "H", "H", "H", "H", "H", "H", "H"],
  "coordinates": [[2.901, -3.199, 5.533], [1.542, -2.954, 5.241], [1.216, -2.405, 4.057], [2.118, -2.068, 3.050], [1.670, -1.506, 1.866], [0.323, -1.275, 1.682], [-0.258, -0.516, 0.176], [0.807, -0.561, -0.797], [-0.833, 0.764, 0.461], [-1.503, -1.535, -0.264], [-1.100, -2.786, -0.862], [-2.720, -0.927, -0.745], [-2.669, -0.234, -2.114], [-3.689, 0.162, -2.640], [-1.447, -0.100, -2.662], [-1.201, 0.786, -3.780], [-0.203, 1.872, -3.383], [-0.759, 2.781, -2.278], [0.263, 3.653, -1.770], [0.739, 4.793, -2.354], [1.753, 5.231, -1.553], [1.912, 4.385, -0.502], [1.013, 3.454, -0.662], [-0.599, -1.596, 2.662], [-0.155, -2.162, 3.840], [-1.271, -2.585, 5.076], [2.909, -3.625, 6.534], [3.483, -2.274, 5.526], [3.337, -3.915, 4.830], [3.174, -2.239, 3.184], [2.358, -1.241, 1.079], [-1.058, -2.735, -1.954], [-1.800, -3.569, -0.567], [-0.110, -3.030, -0.482], [-3.516, -1.677, -0.761], [-2.998, -0.150, -0.028], [-0.620, -0.361, -2.143], [-0.801, 0.207, -4.620], [-2.164, 1.213, -4.071], [0.053, 2.469, -4.261], [0.709, 1.397, -3.014], [-1.591, 3.378, -2.665], [-1.118, 2.174, -1.443], [0.319, 5.189, -3.257], [2.374, 6.097, -1.663], [0.851, 2.623, -0.004], [-1.646, -1.403, 2.501]],
  "forces_ev_per_angstrom": [[0.3, -0.1, 0.1], [-0.3, 0.1, -0.2], [-0.1, 0.1, -0.1], [0.0, -0.1, 0.2], [0.0, 0.1, -0.1], [0.0, 0.2, -0.6], [-0.1, -0.6, 0.5], [0.1, -0.2, 0.1], [-0.3, 0.0, 0.2], [0.7, 0.8, 0.2], [0.2, -0.4, -0.1], [-0.4, 0.6, 0.1], [0.0, -0.4, 0.1], [-0.3, 0.1, 0.1], [0.3, 0.1, 0.0], [0.0, 0.1, -0.3], [-0.3, -0.1, 0.1], [-0.1, -0.5, -0.3], [0.1, 0.2, 0.2], [0.1, 0.3, -0.1], [-0.1, 0.0, -0.2], [0.3, -0.1, 0.5], [0.0, -0.1, 0.1], [0.1, -0.1, 0.3], [0.1, 0.1, -0.1], [-0.2, 0.0, 0.1], [0.0, 0.0, -0.1], [0.0, 0.0, 0.0], [0.0, 0.0, 0.0], [0.1, 0.0, 0.0], [0.1, 0.0, -0.1], [0.0, 0.0, 0.0], [0.0, 0.0, 0.0], [0.0, -0.3, -0.1], [0.1, 0.1, 0.0], [-0.2, -0.1, -0.2], [-0.1, -0.1, -0.1], [-0.1, 0.1, 0.0], [0.1, -0.1, -0.1], [0.1, 0.0, 0.0], [0.1, 0.1, 0.0], [0.0, -0.1, 0.1], [0.0, 0.2, -0.1], [-0.1, 0.1, -0.2], [0.1, 0.2, -0.1], [-0.1, -0.2, 0.1], [-0.2, 0.0, 0.1]],
  "lowdin_charge": [-0.065, -0.102, -0.292, 0.008, -0.041, -0.280, 0.675, -0.292, -0.269, -0.300, -0.073, -0.103, -0.486, 0.061, 0.068, -0.165, -0.145, -0.134, -0.096, -0.083, -0.168, 0.048, -0.175, -0.070, -0.571, 0.747, 0.099, 0.101, 0.100, 0.111, 0.118, 0.096, 0.098, 0.087, 0.140, 0.129, 0.077, 0.123, 0.122, 0.116, 0.117, 0.138, 0.105, 0.109, 0.088, 0.109, 0.120]
}